w.
This record from the OMol25 dataset describes a cluster of 3 separate species, C2H11NO2 in total. The level of theory is ωB97M-V/def2-TZVPD.

Last column: Mulliken charge in e.
Geometry (Å):
C1 0.61864 -1.27036 -0.61966  -1.5216
N1 1.45059 -1.38649 -1.81076  -0.2785
C2 0.70321 -1.10348 -3.01775  -0.8375
H1 1.19606 -1.25607 0.30166  0.6577
H2 -0.00119 -2.16542 -0.59220  0.2668
H3 0.01860 -0.36293 -0.62017  0.3173
H4 2.28202 -0.80857 -1.73987  0.2365
H5 1.20233 -1.55233 -3.87596  0.3169
H6 -0.32220 -1.49916 -2.93437  0.2774
H7 0.51456 -0.03840 -3.18079  0.3083
H8 -1.36722 1.46944 1.75807  0.5694
H9 -0.99793 0.02871 1.66455  0.4151
O1 -1.57203 0.68148 1.21665  -1.3047
H10 -2.01350 3.13459 4.38354  0.4849
H11 -0.59412 2.65201 4.52452  0.6183
O2 -1.11783 3.47699 4.54255  -1.5263

## Properties
Expectation value of S² ... 0.750
Net charge ... -1
LUMO (spin up / spin down) ... 3.49 / 3.41 eV
Spin multiplicity ... 2
Kohn-Sham gap (spin up / spin down) ... 2.73 / 9.41 eV

---

x.
This record from the OMol25 dataset describes a cluster of 3 separate species, C2H11NO2 in total. The level of theory is ωB97M-V/def2-TZVPD.

Last column: Mulliken charge in e.
Geometry (Å):
C1 1.36453 3.17545 -2.24818  -0.9741
C2 0.28840 2.66942 -1.19000  -0.5436
N1 -0.52624 1.56905 -1.65818  -0.5174
H1 1.23680 4.23586 -2.41120  0.3409
H2 2.34370 2.90832 -1.93042  0.2986
H3 1.17430 2.51164 -3.14054  0.2186
H4 0.94231 2.30258 -0.33674  0.2171
H5 -0.16236 3.52626 -0.75143  0.3137
H6 -1.43417 1.99842 -1.80466  0.2718
H7 0.05404 1.10500 -2.38630  0.2665
H8 -0.17068 -3.55770 -0.22677  0.5232
H9 -1.64391 -2.98177 -0.35212  0.5358
O1 -0.81125 -3.13687 -0.81540  -1.3051
H10 0.05535 -3.68864 5.96726  0.7854
H11 -0.74728 -2.61127 5.15955  0.9213
O2 -0.16997 -3.38074 5.08190  -2.3529

## Properties
Expectation value of S² ... 0.750
Net charge ... -1
LUMO (spin up / spin down) ... 3.14 / 3.07 eV
Spin multiplicity ... 2
Kohn-Sham gap (spin up / spin down) ... 1.75 / 9.71 eV

---

The computed energies, referenced to the most stable structure and given in eV, are w 0.000; x 1.028.